Record 1
This record from the Open Molecules 2025 dataset describes 2 unconnected molecules or ions with the total composition C3H6O3. The level of theory is wB97M-V/def2-TZVPD.

**Orbital gap**: 0.431 Ha

Structure (ORCA input):
```
! RIJCOSX wB97M-V def2-TZVPD def2/J DEFGRID3
* xyz 0 1
O 1.17089 0.20661 0.53924
C 1.49140 -0.38018 -0.72314
C 0.98448 0.98773 -0.64986
O -1.93332 0.07782 -0.35296
C -2.10919 -0.40394 0.74343
O -1.16718 -0.69204 1.62535
H -0.29046 -0.40202 1.25685
H 0.81945 -1.17511 -1.04145
H 2.55350 -0.56184 -0.87286
H -0.05817 1.16544 -0.89916
H 1.67693 1.82174 -0.74012
H -3.10242 -0.66243 1.13811
*
```

Löwdin population analysis, charges in e, atoms 1 to 4:
1 O -0.1165
2 C -0.1306
3 C -0.1269
4 O 0.0361

Record 2
This record from the Open Molecules 2025 dataset describes a single C3H6O3 molecule. The level of theory is wB97M-V/def2-TZVPD.

**Orbital gap**: 0.387 Ha

Structure (ORCA input):
```
! RIJCOSX wB97M-V def2-TZVPD def2/J DEFGRID3
* xyz 0 1
C -0.26088 -1.04058 0.54842
C -0.03806 1.24661 -0.65907
C 0.59291 -0.14356 -0.28713
O 0.32765 -2.27826 0.77162
O -1.23951 1.57252 -0.02845
O 1.70216 -0.46965 -0.64677
H 1.20545 -2.25113 0.35346
H -1.08748 1.72910 0.91011
H -0.59176 -0.56455 1.47889
H -1.11824 -1.02501 -0.22795
H 0.74554 1.99359 -0.47773
H -0.23778 1.23092 -1.73541
*
```

Löwdin population analysis, charges in e, atoms 1 to 4:
1 C -0.2178
2 C -0.1865
3 C -0.3606
4 O -0.0278

Record 3
This record from the Open Molecules 2025 dataset describes a single C3H6O3 molecule. The level of theory is wB97M-V/def2-TZVPD.

**Orbital gap**: 0.409 Ha

Structure (ORCA input):
```
! RIJCOSX wB97M-V def2-TZVPD def2/J DEFGRID3
* xyz 0 1
O -1.42749 0.92803 0.27744
C -1.09300 -0.45409 0.19365
C 0.43140 -0.64030 0.04238
O 0.80494 -0.89858 -1.28261
C 1.00524 0.69575 0.48745
O 1.51784 1.43867 -0.32145
H -1.19994 1.35592 -0.56025
H -1.59816 -0.93954 -0.65091
H -1.45444 -0.89622 1.12605
H 0.80515 -1.43814 0.70295
H 1.30647 -0.11400 -1.56627
H 0.90199 0.96249 1.55157
*
```

Löwdin population analysis, charges in e, atoms 1 to 4:
1 O -0.0684
2 C -0.1810
3 C -0.3386
4 O -0.0167

Record 4
This record from the Open Molecules 2025 dataset describes 2 unconnected molecules or ions with the total composition C3H6O3. The level of theory is wB97M-V/def2-TZVPD.

**Orbital gap (alpha / beta)**: 0.234 / 0.318 Ha

Structure (ORCA input):
```
! RIJCOSX wB97M-V def2-TZVPD def2/J DEFGRID3
* xyz 0 3
C -0.07992 -1.09985 0.15729
C -2.39073 -0.17106 -0.22361
C -0.97772 -0.19674 0.31071
O 3.42860 0.25252 0.18036
O 2.59278 0.96017 -0.63863
O 0.69184 -1.99346 0.13419
H -2.57100 0.28742 -1.21796
H -2.97982 0.41045 0.41161
H -2.76122 -1.17981 -0.19246
H 2.80082 1.91481 -0.56215
H -0.60159 0.75796 0.72949
H 2.84796 0.05758 0.91118
*
```

Löwdin population analysis, charges in e, atoms 1 to 4:
1 C -0.2423
2 C -0.0721
3 C -0.1190
4 O -0.0729

Record 5
This record from the Open Molecules 2025 dataset describes 2 unconnected molecules or ions with the total composition C3H6O3. The level of theory is wB97M-V/def2-TZVPD.

**Orbital gap (alpha / beta)**: 0.361 / 0.187 Ha

Structure (ORCA input):
```
! RIJCOSX wB97M-V def2-TZVPD def2/J DEFGRID3
* xyz 1 2
O 1.45029 0.95700 -0.04205
C 1.88653 -0.09889 -0.47872
C 1.88624 -1.37946 0.29180
H 2.50031 -0.07846 -1.39360
H 1.39647 -1.24624 1.25450
H 2.91764 -1.71022 0.40733
H 1.36193 -2.14757 -0.29033
O -3.10248 0.21388 0.05345
C -1.92674 0.53505 -0.20300
O -0.93294 0.09212 0.40448
H -1.79225 1.22644 -1.06185
H -0.05254 0.61297 0.38419
*
```

Löwdin population analysis, charges in e, atoms 1 to 4:
1 O 0.0268
2 C -0.2295
3 C -0.0220
4 H 0.1425

Record 6
This record from the Open Molecules 2025 dataset describes a single C3H6O3P2 molecule. The level of theory is wB97M-V/def2-TZVPD.

**Orbital gap (alpha / beta)**: 0.262 / 0.298 Ha

Structure (ORCA input):
```
! RIJCOSX wB97M-V def2-TZVPD def2/J DEFGRID3
* xyz 0 1
C -1.10730 1.37190 -0.82720
C -0.59978 -0.23779 1.39574
C 1.41088 -1.66463 -0.60046
O -2.42330 0.90592 -0.64510
O -1.51500 -1.04280 0.84050
O 0.75197 -0.53912 -0.88912
P 0.37394 0.71876 0.08563
P -2.56509 -0.76138 -0.46002
H -0.81537 1.32664 -1.91187
H -1.18548 2.43606 -0.37620
H -0.97000 0.55427 1.98016
H 0.22425 -0.74396 1.91154
H 1.96312 -1.93138 0.29984
H 1.25576 -2.57612 -1.21809
*
```

Löwdin population analysis, charges in e, atoms 1 to 4:
1 C -0.4618
2 C -0.4513
3 C -0.1126
4 O -0.4952

Record 7
This record from the Open Molecules 2025 dataset describes a molecular structure, C3H6O3S. The level of theory is wB97M-V/def2-TZVPD.

**Orbital gap**: 0.380 Ha

Structure (ORCA input):
```
! RIJCOSX wB97M-V def2-TZVPD def2/J DEFGRID3
* xyz 0 1
C -0.07843 1.09610 0.59080
C 0.67641 0.45738 -0.35360
C 1.25322 -0.80092 0.03509
O -2.56061 0.77033 -0.41204
O -1.58535 -1.09931 0.72691
O -0.82760 -0.53426 -1.51213
S -1.55291 -0.18859 -0.31848
H 0.07507 0.88458 1.61187
H -0.56553 2.04901 0.58313
H 0.99100 0.92077 -1.28490
H 2.27112 -1.07385 -0.39203
H 0.54863 -1.52881 -0.41898
H 1.35498 -0.95242 1.14436
*
```

Löwdin population analysis, charges in e, atoms 1 to 4:
1 C -0.0762
2 C -0.2236
3 C -0.0926
4 O -0.2196

Record 8
This record from the Open Molecules 2025 dataset describes a single C3H6O4 molecule. The level of theory is wB97M-V/def2-TZVPD.

**Orbital gap**: 0.346 Ha

Structure (ORCA input):
```
! RIJCOSX wB97M-V def2-TZVPD def2/J DEFGRID3
* xyz 0 1
C 1.07427 -1.30411 -0.46579
C -1.55312 1.00235 -0.11043
C 0.37495 -0.55389 0.64774
O -0.15735 0.74428 -0.25485
O 1.67620 -0.06097 1.18949
O 1.06434 -0.80226 -1.62089
O -0.44199 -1.07830 1.38688
H 0.48005 0.18593 -1.44728
H 1.66435 0.90801 1.16060
H 1.55099 -2.26290 -0.27069
H -1.82987 1.75761 -0.84487
H -1.76416 1.37108 0.89507
H -2.13867 0.09316 -0.26497
*
```

Löwdin population analysis, charges in e, atoms 1 to 4:
1 C 0.0403
2 C -0.0924
3 C -0.6689
4 O -0.2102

Calculated relative energy (zero: lowest compared OMol25 entry of this formula, charge and spin) in order - 1.6845, 1.5176, 1.5147, 2.5703, 0.5147, 2.6890, 2.1702, 3.3330 eV
Calculated energy in order - -9349.632, -9349.799, -9349.802, -9343.077, -9340.004, -27924.831, -20182.755, -11395.360 eV